(1)
Computed, not measured: the molecule C3H8Se at a distorted geometry, with ωB97M-V/def2-TZVPD.

Element x y z (Å)
C 1.7883 -1.0376 -1.1153
H 2.8075 -0.7954 -1.2443
H -2.4324 0.4886 1.1145
C -0.6156 1.1367 0.2098
H -1.5347 -0.9826 0.4462
H 1.6365 -1.8817 -0.3937
Se 1.3536 0.7930 0.2672
C -1.4001 0.0805 0.9280
H -1.0729 -0.0053 1.9526
H -0.9728 1.1830 -0.8139
H 1.2399 -1.1253 -2.1065
H -0.7972 2.1462 0.7553

Values from the calculation:
**Structure (SMILES)**: CC[Se]C
**E_LUMO**: 0.5 eV
**Multiplicity**: 1
**ΔE to the lowest compared entry with this formula, charge and spin**: 14.0 kcal/mol

These are the Löwdin partial charges, in e, on atoms 1 to 8:
1. C -0.22
2. H -0.05
3. H 0.07
4. C -0.63
5. H 0.11
6. H 0.01
7. Se 0.75
8. C -0.25

---

(2)
Computed, not measured: C61H40Cl6O3P2SSn as an isolated structure at a distorted geometry, with ωB97M-V/def2-TZVPD.

Element x y z (Å)
C -4.2997 4.8288 -3.3273
H 5.1517 3.8759 -4.5272
S 0.1176 1.1923 -1.2853
Cl 5.3212 -4.1876 -1.8874
C 1.6190 1.6928 -2.1164
Cl -2.8060 -6.1319 5.1887
H 5.6725 2.2099 -4.7067
C -3.2511 0.7085 4.3056
C -1.1354 -4.6614 0.5964
H 0.6601 1.6545 -3.9977
H -1.4131 5.3574 -3.4340
H 2.6627 2.2664 -5.3006
C 0.5186 4.1346 3.5213
C -3.0650 4.1083 -2.8870
C -1.1233 -4.4027 1.9931
Cl 2.0432 -3.0769 -6.0201
Sn 0.3172 -1.8002 -0.2764
C 2.9258 -0.4647 2.1230
C -4.4757 0.7115 -1.0579
H -4.6256 -5.3611 -1.4365
C 2.8235 -3.2007 -1.6084
O 0.3640 -2.5339 1.8830
H 4.5481 -0.8403 0.7547
H -4.3537 5.8145 -2.8635
H 6.3080 2.6573 0.2068
C -2.5838 -0.9103 2.6677
C -5.3537 1.6270 -1.6422
C 4.7450 -1.9734 2.5599
C 3.8172 -3.6342 -2.4862
C -1.8781 -5.2491 2.8230
C -5.4701 3.9262 -2.8774
H -2.4522 -6.0410 2.3691
C 3.5638 -3.6019 -3.8622
H -3.5069 0.9570 5.3244
H 6.3864 4.0758 -2.5317
C -4.2323 -4.3919 -1.1716
C 3.9186 2.2650 -2.1547
H 2.2925 3.7904 4.6647
C 3.1112 1.4737 -0.0429
C 3.0034 -1.6884 4.1919
C -1.8891 -5.0822 4.1862
H -3.5256 2.7036 3.5926
H 2.9852 1.8367 3.3639
C 1.6825 3.4559 3.8408
H 0.2227 5.0006 4.0921
C -3.2678 1.6901 3.3264
C -4.0312 -2.6013 0.4227
C 3.8877 2.4561 -3.5476
H -4.9069 -0.1467 -0.5584
H -6.4169 1.4565 -1.5984
H 0.2529 3.7892 -2.5582
C 4.3542 1.8014 0.4837
C -2.5022 1.9803 -1.7083
C -2.6540 0.0623 1.6709
C 1.5932 1.8306 -3.4861
Cl -0.1110 -2.0955 -4.0338
C 4.1138 -1.0716 1.7191
C -1.7400 4.4380 -2.9770
O -0.1947 -0.0661 -2.0299
H -6.1266 4.4337 -2.1675
C 1.3627 -2.6710 -3.4369
C -2.8984 -0.5921 3.9757
H -3.1746 -4.1411 -3.0162
Cl 3.0361 -3.2860 0.0832
H -2.8594 -1.3591 4.7347
H -4.3085 -2.1651 1.3711
C -1.1297 -4.0498 4.7632
C 0.1160 2.5867 1.7309
H 0.1685 -2.3932 4.4113
C -2.8753 -2.4888 -1.6911
C -2.9673 1.3774 2.0128
H -2.3023 -1.9234 2.4133
C 6.0794 3.0434 -2.7144
C 2.3653 -0.7909 3.3589
C 2.7249 2.1903 -4.2275
C 5.3780 2.3890 -0.2697
C -4.5577 -3.8266 0.0514
P 1.9300 0.5490 0.9929
C -3.0932 0.8602 -1.0581
H -2.2338 -1.9477 -2.3737
C -4.8217 2.7442 -2.2342
H -5.2293 -4.3396 0.7232
H 4.5578 1.5915 1.5244
C 1.2853 1.9065 2.0447
H 1.4265 -0.3392 3.6486
H 5.6622 -2.4511 2.2517
C 2.0723 2.3518 3.1068
C -0.7919 3.5354 -2.4733
C -0.3699 -3.3307 2.5647
Cl 4.7504 -4.1475 -4.9687
C 1.6278 -2.7068 -2.0834
C 2.3398 -3.1274 -4.3364
O -0.7083 -3.9473 -0.3154
H -1.1608 4.2322 2.2056
H -1.5818 -5.6225 0.3030
H -4.2915 4.9845 -4.4081
C 2.8267 1.8019 -1.3954
H 6.9912 2.4466 -2.7692
C -3.4105 -3.7093 -2.0555
C 5.1827 2.5657 -1.6166
C -3.4238 2.8978 -2.2612
H 4.6598 -3.0184 4.4268
C 4.1852 -2.2913 3.7869
P -2.2645 -0.4074 -0.0404
C 5.2333 2.9218 -4.0052
H -6.0940 3.6218 -3.7176
H 2.5848 -1.9327 5.1567
C -1.1406 2.3405 -1.8868
C -3.1670 -1.9361 -0.4424
H -1.1095 -3.9473 5.8360
H -0.5070 2.2497 0.9155
C -0.4104 -3.1931 3.9798
H -2.9958 2.1476 1.2555
C -0.2596 3.6994 2.4632

Values from the calculation:
**Total charge**: +2
**E_LUMO**: -7.3 eV
**Multiplicity**: 1
**ΔE to the lowest compared entry with this formula, charge and spin**: 71.4 kcal/mol

These are the Löwdin partial charges, in e, on atoms 1 to 8:
1. C -0.08
2. H 0.13
3. S 0.88
4. Cl 0.74
5. C -0.30
6. Cl 0.72
7. H 0.13
8. C -0.04

---

(3)
Computed, not measured: a 2-piece molecular cluster, C6H14NO overall, with ωB97M-V/def2-TZVPD.

Element x y z (Å)
C -0.4804 -0.5080 -2.1622
H -0.9351 -0.6866 -3.1391
N 0.7813 -0.2952 0.7684
O -1.6436 -1.3376 -0.1688
H 1.0580 -0.6917 -0.1343
C 0.7143 1.1762 0.6558
H -2.3451 -0.7881 -0.5519
H -0.1550 -0.6981 0.9420
H -0.9053 0.4272 -1.8014
H 0.1742 -3.2273 -2.2144
H 0.5878 -0.4026 -2.3588
C 0.8210 3.4299 1.7354
C -0.7705 -1.6564 -1.2276
C 0.9420 1.9468 1.7051
C -0.3446 -2.9044 -1.3230
H 0.4175 3.7287 2.7016
H -0.6325 -3.6303 -0.5772
H 1.4703 -0.5614 1.4698
H 0.1575 3.7960 0.9541
H 0.5193 1.5553 -0.3372
H 1.2807 1.4318 2.6042
H 1.7885 3.9186 1.6145

Values from the calculation:
**Total charge**: +1
**E_LUMO**: -3.0 eV
**Multiplicity**: 1
**ΔE to the lowest compared entry with this formula, charge and spin**: 32.7 kcal/mol

These are the Löwdin partial charges, in e, on atoms 1 to 8:
1. C -0.04
2. H 0.10
3. N 0.20
4. O -0.03
5. H 0.13
6. C -0.09
7. H 0.12
8. H 0.14

---

(4)
Computed, not measured: C18H25BN8O3Sn as an isolated structure at a distorted geometry, with ωB97M-V/def2-TZVPD.

Element x y z (Å)
H 1.3279 0.6729 2.4524
C -0.6333 0.7426 -4.2384
C 3.4051 2.2533 -0.0473
N 2.9222 -1.2034 -2.3334
H 3.1072 2.4744 0.9700
C 3.2415 -3.3134 -1.7422
N -1.1429 0.5564 0.2178
H -3.7679 -0.2340 3.7693
C -2.9519 -0.2018 1.7827
H -2.5915 -2.8644 1.2159
B 2.8817 0.1972 -3.0569
H -3.8698 -2.9806 2.4609
Sn 1.0127 0.1536 -0.2030
H -4.0820 -1.0081 0.1352
H -0.9443 -1.4206 3.6146
H 1.6738 2.1298 3.4317
N -2.8090 2.0838 0.7044
C -0.7825 0.4992 -2.8709
O -0.9079 2.7446 -0.4268
H -3.1511 3.0332 0.6340
H 3.5431 0.2014 -4.0540
C -2.7599 -0.2861 3.3320
H -4.2582 -3.2963 0.7666
H 5.1850 3.4742 -0.4785
H 4.9752 2.2573 -2.9439
C 4.3827 2.1338 -2.0498
H -4.9575 -0.9825 1.6615
C -3.9833 -1.2225 1.2119
H 4.1918 -2.3428 -3.5549
C -3.5237 1.2121 1.5190
H 1.8534 -3.1416 0.0218
C -3.6478 -2.6806 1.4333
O -4.5660 1.6010 2.0287
H 0.1688 1.2016 3.7124
N 1.3711 0.4606 -3.3340
C 2.3606 -2.7253 -0.8362
C 4.4579 2.7526 -0.8063
C -1.9958 -1.4549 3.9134
C -1.6092 -0.3868 1.0711
N 2.7309 1.3703 -0.8116
H -2.4150 -2.4175 3.6163
N 2.1760 -1.4450 -1.2112
C 0.8780 1.5486 2.9483
H -1.6864 0.4354 -2.2817
H -2.0400 -1.3818 5.0051
H 3.5931 -4.3280 -1.7216
H -2.2530 0.6471 3.6312
H 0.3559 2.1862 2.2233
N 0.4410 0.3557 -2.3312
H -1.4292 0.9070 -4.9345
O -0.8685 -1.3818 1.2509
H 1.2898 0.8910 -5.4008
C 3.5656 -2.3326 -2.6737
N 3.3566 1.2652 -2.0228
C -1.5592 1.8614 0.1202
C 0.7381 0.7291 -4.4906

Values from the calculation:
**Total charge**: +2
**E_LUMO**: -10.4 eV
**Multiplicity**: 1
**ΔE to the lowest compared entry with this formula, charge and spin**: 0.0 kcal/mol

These are the Löwdin partial charges, in e, on atoms 1 to 8:
1. H -0.01
2. C 0.00
3. C -0.07
4. N 0.00
5. H 0.12
6. C 0.00
7. N 0.06
8. H 0.15

---

(5)
Computed, not measured: the molecule C3H5NOS2 at a distorted geometry, with ωB97M-V/def2-TZVPD.

Element x y z (Å)
H -0.8244 2.4831 0.5775
H 2.2369 1.2519 0.0374
S 2.9962 -1.1964 -0.2149
C -1.1032 1.3240 0.1956
S -1.6004 -1.8604 -0.3412
C 0.5599 -0.2830 -0.4800
C 2.0385 0.0699 -0.1216
H -2.1438 1.4083 -0.2964
H -0.7170 0.5473 0.9719
H -1.4464 -3.1099 0.7121
N 0.0513 -1.4433 -0.0978
O -0.0476 0.8086 -0.9426

Values from the calculation:
**Structure (SMILES)**: CO/C(C=S)=N\S
**E_LUMO**: -0.8 eV
**Multiplicity**: 1
**ΔE to the lowest compared entry with this formula, charge and spin**: 115.9 kcal/mol

These are the Löwdin partial charges, in e, on atoms 1 to 8:
1. H 0.13
2. H 0.13
3. S 0.73
4. C 0.01
5. S 0.64
6. C -0.67
7. C -0.60
8. H 0.09

---

(6)
Computed, not measured: C53H74ClN2O6P4S2SiTl as an isolated structure at a distorted geometry, with ωB97M-V/def2-TZVPD.

Element x y z (Å)
H 2.7010 -0.3731 1.9497
H 7.4895 -0.5828 -2.2906
C -1.8909 -4.5091 0.1098
H -4.6081 -4.6767 0.1921
C -0.8113 3.6389 2.1846
C -1.7176 -1.1968 4.7836
C 1.5084 -0.7493 3.7198
C 2.2535 -5.9936 -3.3031
C 2.8199 -0.8290 2.9344
H -4.4860 0.6481 5.3922
C -0.0898 -3.1716 2.6636
H -0.1669 -5.0043 3.7934
O 3.1313 -6.8322 -3.3358
C -5.6833 -2.0870 1.2801
H -2.1790 -4.8070 1.1230
H -4.9993 -3.5826 -1.1301
C 2.7035 3.5079 -4.5577
C -3.2688 0.7563 3.6284
C 3.7320 -4.1570 -2.3471
O -0.3762 -4.3872 -3.4213
H 3.3452 5.2893 3.6424
H 0.3477 -3.3107 0.5283
H 2.3926 3.1942 -3.5611
O 1.0412 -6.2115 -3.7493
C -4.0079 -3.2573 2.7743
C 1.4092 3.6848 4.6471
H 2.9392 2.7564 -0.9888
C 6.5961 -0.7831 -1.7129
C 2.5026 -4.6334 -2.7533
H 0.4448 -5.3721 -3.5980
H 3.4337 2.9500 0.6992
O -0.9996 1.0928 -5.3356
H 3.1437 2.6495 -5.0683
H 1.7339 -3.6496 1.5741
H -4.1673 -4.2289 2.3015
H -4.2901 5.3346 2.1662
H -4.6977 -3.1825 3.6208
Cl 5.2558 -4.9213 -2.2634
H 7.0923 0.6060 -0.1533
H -4.2351 2.3983 -2.8066
H 3.6251 -0.3096 3.4644
O -0.4383 -2.4211 -2.3512
H -4.0614 -5.0454 -1.4402
H -0.4295 0.4552 -7.8118
H -4.0345 3.0327 1.3628
H 1.9264 -2.3606 5.1357
H -1.1333 -1.9826 5.2419
C 1.2806 3.1376 0.3522
H -4.0998 -1.1822 2.3576
P -0.7166 2.5244 -4.6697
H 5.8218 -2.2068 -3.1256
H 3.1320 -1.8697 2.7956
C -4.4193 0.2776 -2.5153
H 0.6707 4.4790 4.7642
C 2.6221 5.0082 2.8679
H 0.4529 -4.8509 1.3903
C 1.9905 3.6643 3.2297
H 0.0431 5.6222 -5.2741
P -2.8390 -1.9726 0.5716
P 0.7951 2.7438 2.1070
C 2.6556 2.5428 0.0449
C -2.2024 5.5725 2.6211
H -2.9903 -3.2350 3.1719
H 2.6481 1.4572 0.1693
C -0.9594 4.9584 2.6128
C -4.0628 1.5651 -2.1373
C -3.3121 4.8664 2.1762
H 0.5075 5.0156 -3.6865
H 1.6884 0.6159 -4.6561
H -5.8072 -1.3763 0.4617
C 1.7022 -1.2950 5.1330
C -3.6130 0.2636 4.8761
H -0.0965 5.5287 2.9284
N 2.2681 -2.5110 -2.0014
C 1.0174 -0.2397 -4.7397
S -0.1655 2.3756 -2.7602
C 0.4057 0.2830 -7.1316
H 1.2485 0.3120 3.8073
C -3.4168 -0.5843 -0.4812
C -3.0579 0.7194 -0.0716
H 0.9671 -0.5892 -7.4751
O 0.5818 2.9466 -5.5668
H -0.1998 -3.5796 4.8275
H 0.1599 4.9800 0.0540
C -2.1529 0.2942 2.9221
Si -1.6564 1.0541 1.2109
C 0.1363 -3.4295 -2.7732
H 1.8249 4.3000 -6.3420
C 4.5223 -1.9493 -1.4439
H -0.7636 -0.8396 -5.7397
C -4.0916 -0.7843 -1.6872
N 3.5594 -2.8826 -1.9160
C 5.6681 -1.6977 -2.1847
H 3.3585 -1.4585 0.2826
H 1.8946 5.8162 2.7934
H 1.2730 4.5655 -1.2429
H 1.3065 -4.0829 4.0552
H -6.3562 -1.7847 2.0899
H 1.5846 -1.1054 -5.0916
C -0.1069 0.0338 -5.7204
H 5.0200 0.1765 1.1237
C -3.3995 1.7694 -0.9392
H 3.1584 4.9583 1.9217
H 0.8314 -1.1237 5.7650
Tl 0.0569 -0.1505 -0.9185
C -4.2442 -2.1075 1.7949
C 6.3712 -0.1147 -0.5174
H -3.0919 -1.1343 6.4289
H -1.8367 -5.4075 -0.5084
H 2.8161 2.9402 3.2553
H 3.4601 4.2923 -4.4722
S -2.2640 3.6553 -5.0805
C 5.2088 -0.3558 0.2009
C 0.2273 -3.9903 3.9145
H 0.9100 2.7423 4.8849
H -2.2993 6.5993 2.9554
C -4.2231 -4.2310 -0.7273
H -3.0614 2.7740 -0.7147
C 1.6241 -3.5436 -2.5057
C -2.8953 -3.5126 -0.4818
H 2.5505 -0.7836 5.6013
H -4.3224 -1.7871 -2.0165
H 1.0533 1.1584 -7.1522
C -2.8325 -0.7260 5.4585
C 1.4995 4.0232 -5.3329
P 0.1184 -1.3068 2.5922
C 4.2765 -1.2734 -0.2590
H 1.8971 5.2368 0.2703
H -6.0094 -3.0679 0.9353
H -4.9005 0.0984 -3.4689
H 0.5353 2.5458 -0.1917
H -3.8851 1.5335 3.1880
C 0.6518 -3.7773 1.4673
H 1.6436 6.0283 -4.6026
C -3.1623 3.5603 1.7356
H 2.2005 3.8467 5.3851
H -0.8935 -4.0733 0.1581
H -2.4893 -3.1765 -1.4393
C 0.8790 5.2507 -4.6841
C -1.9244 2.9096 1.7334
C 1.1469 4.5695 -0.1569
H 0.6264 -0.4735 -3.7522
C -1.3623 -0.7016 3.5245
H -1.1638 -3.2533 2.4529

Values from the calculation:
**Total charge**: -2
**E_LUMO**: 3.7 eV
**Multiplicity**: 1
**ΔE to the lowest compared entry with this formula, charge and spin**: 3.8 kcal/mol

These are the Löwdin partial charges, in e, on atoms 1 to 8:
1. H 0.03
2. H 0.10
3. C -0.14
4. H 0.06
5. C -0.37
6. C -0.12
7. C -0.55
8. C -0.54